82
Properties=species:S:1:pos:R:3:forces:R:3 method="wB97M-V/def2-TZVPD" gap_ev=8.2 relative_energy_kcal_mol=41.62 homo_ev=-5.9 mol_weight_g_mol=665.1 total_charge=-1
Cl 0.900 0.481 -0.755 -0.07 -0.14 0.29
N -1.354 1.180 4.746 2.03 2.09 -4.17
C -1.427 0.007 5.312 -0.19 1.81 -1.04
C -0.880 -1.125 4.860 0.57 -4.31 -1.78
C -0.111 -1.131 3.664 1.05 -1.13 1.62
C 0.148 0.169 3.174 2.66 -1.66 -4.29
C -0.593 1.242 3.586 -0.32 -3.04 4.05
H -2.142 0.263 5.968 -2.31 -1.47 3.81
H -1.172 -2.133 5.279 0.48 1.36 -0.17
H 0.383 -2.198 3.348 -1.22 3.23 0.34
H 0.988 0.322 2.175 -2.95 -0.44 3.14
H -0.362 2.118 3.169 0.16 3.64 -1.50
C -3.861 -0.865 1.918 5.86 1.54 -0.30
C -2.748 -0.233 1.095 -1.97 0.07 -0.70
C -3.160 0.402 -0.125 0.35 -2.23 1.73
C -4.545 0.413 -0.507 4.33 0.31 0.89
C -5.399 -0.010 0.431 -6.69 0.53 0.67
C -5.156 -0.721 1.645 1.31 1.46 -1.23
O -6.066 -1.223 2.497 -2.53 -0.29 2.07
O -2.268 0.893 -1.019 -1.22 0.43 -0.33
H -3.524 -1.260 2.877 -0.17 -0.30 -0.21
H -1.620 -0.213 1.318 -2.14 -0.41 0.04
H -4.580 0.830 -1.490 -1.46 0.40 -0.36
H -6.543 0.366 0.282 2.49 -1.47 0.18
H -6.022 -1.071 3.507 0.74 0.12 -2.88
H -1.379 0.653 -0.782 1.17 -0.17 0.30
C -1.103 5.364 -0.090 2.97 -2.89 -0.38
C -0.346 4.156 -0.573 -5.09 5.63 2.51
C 0.802 4.419 -1.197 1.47 -2.37 0.17
C 1.432 5.630 -1.147 0.56 1.94 -0.56
C 0.750 6.766 -0.627 3.51 -0.17 -1.63
C -0.441 6.626 -0.046 -5.41 -0.78 0.64
O -1.299 7.711 0.393 3.25 0.51 -0.09
O 1.357 3.331 -1.741 2.20 -0.14 -1.45
H -2.074 5.046 0.270 -0.13 1.07 0.31
H -0.905 3.255 -0.473 0.23 -0.82 -0.39
H 2.444 5.760 -1.602 -1.09 -0.22 0.41
H 1.270 7.724 -0.826 -0.61 -0.43 0.62
H -0.637 8.458 0.562 -1.62 -1.31 -0.28
H 1.053 2.486 -1.370 -0.22 0.18 0.06
C 4.002 -0.122 2.004 3.71 -1.92 3.33
C 5.083 -0.943 2.798 -3.58 1.53 -1.33
C 6.401 -0.561 2.682 0.05 -0.10 -0.35
C 6.748 0.549 1.906 0.47 0.91 -0.52
C 5.828 1.333 1.231 -1.80 -9.01 5.60
C 4.495 1.031 1.317 -3.11 -4.33 1.35
O 3.601 1.788 0.736 -3.16 2.32 -2.53
O 7.348 -1.260 3.404 -8.07 1.24 4.64
H 2.941 -0.406 2.295 1.47 0.74 -1.04
H 4.747 -1.758 3.528 0.64 1.20 -1.39
H 7.771 0.916 1.804 0.02 -0.53 0.37
H 5.977 2.111 0.794 2.70 8.97 -5.25
H 2.683 1.464 0.331 2.80 -0.03 1.40
H 8.095 -1.406 3.038 7.79 -1.15 -4.42
C -2.131 -3.877 -0.733 2.53 4.88 -1.28
C -0.985 -2.857 -0.547 -2.17 -7.56 3.14
C 0.006 -3.181 0.377 -2.00 -0.89 0.25
C -0.170 -4.394 1.134 -2.74 0.87 -3.96
C -1.139 -5.384 0.914 0.20 1.80 0.58
C -2.175 -5.014 0.037 -1.42 0.21 -2.32
O -3.248 -5.833 -0.221 0.40 -2.32 1.89
O 1.057 -2.382 0.686 0.28 -2.58 1.41
H -2.871 -3.494 -1.604 1.42 -1.56 2.44
H -0.916 -2.060 -1.100 0.09 4.35 -3.01
H 0.530 -4.585 1.789 3.65 -1.01 3.45
H -1.101 -6.275 1.563 -0.40 0.46 -0.72
H -3.922 -5.644 -0.864 0.36 1.10 -0.44
H 0.996 -1.560 0.264 -0.18 2.31 -1.36
C 0.187 -1.465 -6.944 2.95 2.15 1.93
C 0.856 -0.434 -6.161 -1.95 -1.09 0.10
C 0.594 -0.353 -4.772 0.10 1.20 2.71
C -0.094 -1.349 -4.114 -1.62 -3.16 -1.49
C -0.508 -2.509 -4.919 -2.74 -1.08 4.07
C -0.385 -2.514 -6.252 -0.22 0.41 -3.74
O -0.910 -3.516 -7.064 -0.71 -1.17 -0.28
O 0.941 0.753 -3.915 -0.09 -1.01 -0.50
H 0.363 -1.564 -8.015 -0.10 0.31 0.22
H 1.425 0.362 -6.579 0.26 0.40 -0.58
H -0.465 -1.283 -3.063 0.78 0.04 -1.07
H -1.271 -3.428 -4.507 2.54 2.77 -0.75
H -0.993 -3.361 -8.047 0.55 0.52 2.04
H 0.792 0.609 -2.888 0.33 -0.31 -2.73